204
Properties=species:S:1:pos:R:3:forces:R:3:lowdin_charge:R:1 method="wB97M-V/def2-TZVPD" spin_multiplicity=1 e_lumo_ha=0.0202 total_charge=0 e_above_lowest_kj_mol=415.0 smiles=COC[C@H](C)N.COC[C@H](C)N.COC[C@H](C)N.COC[C@H](C)N.COC[C@H](C)N.COC[C@H](C)N.COC[C@H](C)N.COC[C@H](C)N.COC[C@H](C)N.COC[C@H](C)N.COC[C@H](C)N.COC[C@H](C)N homo_ev=-8.46 energy_ha=-3467.6285 homo_lumo_gap_ev=9.013
C 14.6826 -3.4433 22.5811 -0.34 0.65 0.32 -0.126
O 15.0322 -2.8323 21.3439 0.07 0.15 0.50 -0.216
C 14.2491 -1.6387 21.0805 1.33 -0.42 -0.73 -0.148
C 14.7638 -1.0851 19.6965 1.21 -0.63 -0.35 -0.383
C 16.2813 -0.5837 19.7812 -1.40 -0.49 0.20 -0.031
N 13.8623 -0.1637 19.0298 -0.25 0.90 1.45 0.052
H 14.8410 -2.8148 23.4575 0.00 0.81 -0.09 0.079
H 15.2788 -4.3048 22.8816 0.07 -0.28 -1.05 0.083
H 13.6168 -3.6720 22.5834 -0.13 -0.40 -0.01 0.080
H 13.2002 -1.9340 21.1073 -0.29 0.21 -0.41 0.115
H 14.4214 -0.9197 21.8814 0.01 0.23 0.07 0.118
H 14.8039 -1.9282 19.0069 0.35 -0.79 0.44 0.091
H 16.4339 0.1538 20.5693 -0.10 0.05 0.06 0.071
H 16.6604 -0.1659 18.8486 -0.41 0.13 -0.18 0.038
H 16.9096 -1.4524 19.9778 -0.08 -0.02 0.24 0.069
H 12.9660 -0.6108 18.9003 -0.02 0.12 -0.31 0.062
H 14.2407 0.2154 18.1735 -0.05 -0.01 0.02 0.028
C 18.4283 11.9454 12.0656 -1.29 -0.44 -0.24 -0.085
O 17.5140 10.8388 12.3875 2.09 0.76 -0.22 -0.185
C 17.9867 10.1743 13.5560 -1.30 -1.24 0.22 -0.200
C 17.1682 8.8450 13.7524 -0.55 0.23 0.47 -0.416
C 17.3858 8.2794 15.1822 0.33 0.31 -0.58 -0.056
N 17.3162 7.7899 12.7806 1.71 -0.53 -0.89 0.042
H 18.2885 12.7339 12.8050 0.18 0.07 0.08 0.083
H 18.1686 12.3366 11.0819 -0.43 -0.07 0.10 0.079
H 19.4829 11.6897 11.9634 0.01 -0.55 0.48 0.081
H 19.0705 10.0687 13.6050 0.18 -0.43 -0.56 0.121
H 17.7531 10.7560 14.4477 -0.23 0.36 0.15 0.114
H 16.1226 9.1403 13.6646 -0.33 0.74 0.51 0.107
H 16.8522 7.3414 15.3354 -0.07 0.00 -0.13 0.063
H 17.0810 8.9857 15.9544 -0.18 0.11 -0.08 0.069
H 18.4457 8.0823 15.3433 0.12 -0.13 -0.07 0.073
H 17.2772 8.0416 11.8033 0.08 0.60 0.15 0.074
H 16.7390 6.9654 12.8651 -0.15 0.12 0.68 0.042
C 13.9693 -2.9032 13.2867 -0.64 0.79 0.11 -0.109
O 14.4380 -3.8994 14.1638 0.35 0.60 -0.58 -0.169
C 15.0592 -4.9372 13.4646 0.14 -0.49 -0.48 -0.237
C 15.8366 -5.7807 14.4323 -0.72 -0.04 0.75 -0.452
C 16.9067 -4.9367 15.1004 0.03 0.14 0.13 -0.051
N 16.3931 -6.9540 13.7754 0.64 0.26 -0.16 0.044
H 13.7668 -2.0061 13.8719 -0.38 -0.21 0.10 0.063
H 13.0804 -3.2210 12.7417 -0.41 -0.09 0.22 0.093
H 14.6192 -2.5353 12.4928 0.90 -0.51 0.07 0.082
H 14.3306 -5.5419 12.9247 -0.37 -0.24 -0.01 0.126
H 15.7438 -4.5920 12.6898 0.24 0.45 -0.09 0.125
H 15.1139 -6.1403 15.1648 -0.14 0.30 0.54 0.132
H 16.5191 -4.0711 15.6376 -0.36 -0.08 -0.22 0.061
H 17.5610 -4.5323 14.3280 0.31 -0.10 0.03 0.088
H 17.4714 -5.4906 15.8503 0.20 -0.25 -0.17 0.079
H 15.7358 -7.7205 13.7997 -0.03 -0.06 -0.04 0.072
H 17.1835 -7.2126 14.3485 0.19 -0.46 -0.20 0.061
C 15.8001 5.5952 19.5231 0.75 0.36 0.26 -0.075
O 17.0145 5.7734 18.8025 -0.01 -0.16 -0.01 -0.248
C 17.6917 7.0018 19.0574 -0.83 -0.77 0.04 -0.185
C 19.1748 6.9603 18.6829 0.56 -0.88 0.86 -0.413
C 19.9118 5.7518 19.3454 -0.78 0.77 -0.45 -0.038
N 19.8024 8.1915 19.1267 -0.12 0.64 0.38 0.034
H 15.0887 6.3878 19.2911 -0.35 -0.22 -0.37 0.093
H 15.9805 5.6833 20.5945 0.19 -0.04 0.28 0.085
H 15.4520 4.5777 19.3458 -0.23 0.30 -0.27 0.084
H 17.1826 7.7939 18.5083 0.01 0.30 -0.25 0.119
H 17.5024 7.1990 20.1126 0.64 0.30 0.39 0.121
H 19.2950 6.9360 17.5999 -0.21 -0.32 -0.10 0.120
H 20.9856 5.7404 19.1582 -0.12 0.01 -0.53 0.075
H 19.4127 4.8475 18.9972 0.40 -0.14 0.24 0.052
H 19.8517 5.8406 20.4301 -0.42 -0.07 0.17 0.079
H 20.0094 8.1176 20.1125 0.39 -0.29 0.29 0.066
H 19.0819 8.8986 19.1571 -0.06 0.61 -0.48 0.060
C 14.6212 0.5446 12.4271 1.16 0.06 1.03 -0.123
O 13.3627 0.0155 12.0791 0.77 -0.07 0.06 -0.164
C 12.4411 1.0293 11.7566 -0.61 -0.01 -0.61 -0.196
C 11.1393 0.5038 11.0817 0.12 -0.05 -0.92 -0.421
C 11.3328 -0.3891 9.8282 0.00 -0.61 0.91 -0.050
N 10.2290 1.5858 10.7773 0.13 0.48 -0.08 0.021
H 14.6421 1.2366 13.2690 -0.93 0.55 0.21 0.081
H 15.2297 1.0449 11.6737 -0.62 0.06 -0.87 0.090
H 15.3296 -0.1783 12.8317 -0.52 -0.94 -0.39 0.050
H 12.1453 1.5926 12.6416 -0.08 -0.02 0.39 0.102
H 12.9229 1.7652 11.1129 0.06 0.11 -0.49 0.116
H 10.5430 -0.0047 11.8393 0.44 -0.82 0.05 0.119
H 10.4062 -0.6146 9.3002 -0.36 0.27 0.44 0.069
H 11.6896 -1.3458 10.2097 0.39 -0.13 -0.37 0.064
H 11.9871 -0.0348 9.0317 0.40 0.36 0.43 0.073
H 10.6323 2.2611 10.1438 0.22 0.07 -0.34 0.069
H 10.1267 2.0686 11.6586 -0.42 0.51 0.10 -0.005
C 13.7498 -6.7246 21.1186 -0.80 -0.15 0.23 -0.114
O 13.2893 -6.4544 19.8131 0.56 0.19 0.04 -0.191
C 13.4521 -5.0805 19.4487 -0.69 -0.71 -1.78 -0.182
C 12.7890 -4.9571 18.0328 1.62 3.13 0.34 -0.406
C 13.1800 -3.5831 17.3713 0.17 -1.25 -0.04 -0.052
N 11.3702 -4.9559 18.2602 -0.36 -1.13 0.53 0.056
H 14.7062 -6.2451 21.3269 0.07 -0.02 0.04 0.079
H 13.7946 -7.7972 21.3068 0.34 -0.10 -0.53 0.084
H 12.9815 -6.4096 21.8248 0.10 0.56 0.36 0.084
H 12.9200 -4.4223 20.1356 -0.10 0.08 0.15 0.117
H 14.4951 -4.7680 19.3967 0.23 -0.24 0.14 0.118
H 13.1685 -5.7088 17.3406 0.05 -0.49 0.23 0.129
H 14.2607 -3.4455 17.3349 0.17 -0.08 0.11 0.060
H 12.7345 -2.7191 17.8643 -0.22 -0.14 0.02 0.066
H 12.8681 -3.6691 16.3304 -0.20 0.48 0.02 0.049
H 11.3221 -5.8501 18.7273 -1.08 -0.31 0.55 0.069
H 10.8048 -5.0844 17.4332 0.20 0.21 -0.43 0.047
C 15.6587 4.1908 11.9451 0.84 0.30 -0.15 -0.096
O 15.3025 5.3912 12.6173 0.03 -0.07 0.00 -0.208
C 14.2768 6.0144 11.8921 -0.77 1.03 -0.70 -0.206
C 13.9515 7.4715 12.2994 0.57 -0.68 1.63 -0.443
C 13.4799 7.5340 13.7330 0.17 0.50 1.26 -0.059
N 12.9366 8.0400 11.4542 -0.44 -0.55 -1.30 0.041
H 16.1750 4.4273 11.0147 0.02 0.18 -0.28 0.092
H 14.8066 3.5710 11.6660 -0.22 -0.08 0.41 0.073
H 16.3995 3.6574 12.5408 -0.34 -0.11 0.25 0.089
H 14.5504 6.0794 10.8390 0.12 -0.28 -0.40 0.120
H 13.3752 5.4064 11.9663 -0.34 -0.01 -0.05 0.125
H 14.8660 8.0630 12.2574 0.30 -0.13 -0.06 0.107
H 12.6317 6.9214 14.0386 -0.44 0.06 -0.72 0.069
H 13.2856 8.5841 13.9511 -0.44 0.07 0.14 0.078
H 14.2000 7.2610 14.5042 0.68 -0.14 -0.41 0.067
H 13.3163 8.1216 10.5218 -0.12 -0.09 -0.34 0.071
H 12.6303 8.9767 11.6754 0.20 -0.03 0.63 0.076
C 18.4588 -2.5091 17.1239 -0.19 0.79 -0.03 -0.102
O 18.1206 -1.8838 15.8839 0.44 -0.19 0.22 -0.203
C 19.1657 -1.2517 15.1500 0.55 -0.09 0.90 -0.186
C 18.5982 -0.3700 14.0393 -0.50 -1.32 0.61 -0.465
C 18.0114 -1.2001 12.9507 -0.53 -0.83 -0.84 -0.075
N 19.5464 0.4956 13.4280 1.10 0.71 -0.25 0.050
H 18.9541 -1.8149 17.8029 0.00 0.47 0.06 0.073
H 19.1290 -3.3687 17.1205 -0.06 -0.30 -0.79 0.086
H 17.5099 -2.7884 17.5818 0.05 -0.13 -0.04 0.079
H 19.8473 -0.6609 15.7620 -0.46 0.70 0.82 0.100
H 19.9081 -1.9866 14.8389 -0.25 -0.58 -0.94 0.125
H 17.7542 0.1772 14.4592 0.31 0.40 0.24 0.106
H 17.1861 -1.8505 13.2403 -0.29 0.22 0.26 0.065
H 18.7400 -1.9002 12.5419 0.32 0.19 -0.22 0.084
H 17.7134 -0.4854 12.1837 -0.19 -0.37 -0.26 0.075
H 20.4537 0.0555 13.3725 0.13 -0.65 -0.50 0.076
H 19.7971 1.2839 14.0076 -0.42 0.45 0.48 0.004
C 11.6142 2.2807 16.8712 -0.13 -0.53 0.59 -0.118
O 10.6650 2.9170 16.0716 -0.25 1.69 -0.93 -0.200
C 11.2056 3.7086 14.9747 -1.34 -1.53 -0.46 -0.147
C 10.0260 4.1282 13.9974 1.78 0.71 1.30 -0.414
C 8.9044 4.8367 14.7524 1.01 -0.48 0.57 -0.058
N 9.5406 3.0048 13.2109 -0.02 0.41 0.77 0.042
H 11.1125 1.9963 17.7961 -0.08 0.06 0.07 0.091
H 12.4632 2.9004 17.1598 0.15 0.11 -0.27 0.083
H 11.9340 1.3430 16.4165 0.48 0.00 -0.23 0.070
H 11.8155 4.5679 15.2534 -0.31 0.23 0.62 0.111
H 11.8869 3.0312 14.4598 0.12 0.02 -0.49 0.099
H 10.5243 4.8712 13.3747 -0.07 -0.10 -0.57 0.125
H 8.1248 5.1495 14.0577 -0.13 0.02 0.33 0.080
H 9.3250 5.6644 15.3234 -0.17 0.39 -0.26 0.080
H 8.6004 4.1358 15.5298 -0.73 0.00 -0.17 0.076
H 8.7214 3.3679 12.7449 -0.24 -0.11 -0.54 0.085
H 9.1384 2.4037 13.9159 -0.09 -0.69 0.10 0.089
C 11.2638 -1.1780 14.8680 0.47 -1.00 0.39 -0.089
O 11.0719 -2.5827 14.9758 -1.00 -0.54 0.65 -0.213
C 9.8741 -3.0471 14.3470 -0.05 -0.12 0.23 -0.183
C 9.2764 -4.3914 14.8999 2.37 -0.57 -0.48 -0.414
C 10.3016 -5.5612 14.6765 -0.79 0.61 0.94 -0.055
N 8.0388 -4.7829 14.2444 0.16 0.72 0.36 0.033
H 11.3010 -0.9602 13.8006 0.11 0.75 0.13 0.078
H 12.2002 -0.9969 15.3958 0.37 0.08 -0.54 0.067
H 10.5673 -0.5848 15.4605 -0.73 -0.05 -0.39 0.088
H 9.1112 -2.2686 14.3555 -0.23 0.19 0.31 0.113
H 10.1144 -3.1899 13.2935 -0.07 -0.29 -0.41 0.117
H 9.0572 -4.3567 15.9670 0.15 0.39 0.08 0.129
H 10.5921 -5.6544 13.6300 -0.15 -0.11 -0.01 0.076
H 9.7715 -6.4351 15.0553 0.12 -0.32 -0.46 0.072
H 11.2005 -5.4878 15.2886 0.14 0.40 -0.14 0.051
H 8.1496 -4.6282 13.2525 -0.19 -0.06 -0.34 0.071
H 7.3763 -4.1013 14.5858 -0.66 -0.03 -0.35 0.068
C 19.1924 1.7802 19.2491 -0.73 -0.03 -0.22 -0.074
O 19.5814 2.6013 18.1556 0.04 -0.09 0.38 -0.238
C 20.7326 2.1725 17.4866 1.13 0.32 -0.97 -0.172
C 21.0896 2.9309 16.1766 -1.02 -1.12 0.69 -0.435
C 21.1993 4.3654 16.3336 1.84 2.72 0.70 -0.087
N 20.1557 2.7668 15.1018 -0.85 -1.61 -0.39 0.040
H 18.3833 2.2920 19.7704 -0.15 0.07 -0.25 0.093
H 19.9181 1.5611 20.0323 0.72 0.23 -0.37 0.094
H 18.8135 0.8368 18.8559 -0.03 -0.21 0.09 0.069
H 21.5858 2.3902 18.1292 0.28 -0.39 0.24 0.128
H 20.7171 1.1183 17.2101 -0.27 -0.33 0.34 0.114
H 22.0282 2.4794 15.8554 0.30 0.05 0.21 0.144
H 20.2906 4.9279 16.5481 -0.22 -0.46 -0.01 0.075
H 21.5968 4.7378 15.3894 -0.05 0.37 -0.07 0.088
H 21.9465 4.6569 17.0718 0.09 0.11 0.29 0.083
H 20.3857 3.4039 14.3526 -0.24 0.13 -0.01 0.095
H 19.2337 2.9788 15.4555 -0.36 0.43 -0.32 0.058
C 15.2790 -0.3341 16.0716 0.37 1.04 1.03 -0.054
O 15.2052 1.0623 16.4552 -2.04 -0.51 -0.10 -0.221
C 16.3672 1.7763 16.1597 -0.09 0.46 0.13 -0.191
C 16.2466 3.2625 16.6366 0.89 -0.12 -0.68 -0.335
C 15.3208 4.1125 15.7250 0.55 -0.69 0.70 -0.026
N 17.5777 3.9632 16.7043 -0.93 -0.42 -0.72 0.062
H 15.5070 -0.4578 15.0129 0.36 -0.06 0.11 0.073
H 14.3548 -0.8676 16.2940 -0.25 0.44 -0.03 0.071
H 16.0208 -0.7049 16.7789 0.40 -0.81 -0.70 0.071
H 17.1804 1.2094 16.6129 0.70 0.36 0.28 0.114
H 16.4973 1.6962 15.0804 0.37 0.53 -0.35 0.107
H 15.8932 3.3177 17.6662 -0.70 -0.69 -0.02 0.110
H 15.6583 4.1243 14.6886 0.09 -0.09 0.14 0.054
H 15.3731 5.1353 16.0982 -0.25 0.10 -0.06 0.068
H 14.3011 3.7299 15.7686 -0.09 0.11 -0.02 0.056
H 17.3523 4.6907 17.3676 0.33 0.68 -0.29 0.025
H 18.2614 3.4414 17.2338 -0.15 -0.58 0.01 0.020